A cluster of 7 separate species, C15H33N3O18 in total. Source: the Open Molecules 2025 dataset; level of theory: ωB97M-V/def2-TZVPD.

## Properties
- 2S+1 = 1
- structure (SMILES) = C[N+](=O)[O-].C[N+](=O)[O-].C[N+](=O)[O-].COC(=O)OC.COC(=O)OC.COC(=O)OC.COC(=O)OC
- energy above the lowest of the compared OMol25 structures with the same formula, charge and spin (kcal/mol) = 56.2
- orbital gap (eV) = 10.8723
- HOMO level (eV) = -10.823

Each line ends with the Löwdin charge.
Cartesian coordinates (Å):
1 O 0.460 1.207 -0.687  0.0060
2 O -0.239 -1.352 5.104  0.0625
3 O -7.443 -1.844 -0.363  0.1028
4 O -5.582 -0.601 -0.798  0.0008
5 O -0.795 -0.339 -1.781  0.1159
6 O -0.912 -4.404 1.111  0.0744
7 O 9.806 0.948 -1.249  0.0821
8 O 1.382 -5.184 -2.902  0.0531
9 O 1.512 -0.932 6.229  0.0825
10 O -1.660 5.593 1.547  -0.0073
11 O 1.158 -5.067 -5.111  0.0455
12 O -1.051 1.903 -2.081  0.0021
13 O -6.385 -1.742 -2.337  0.0585
14 O -2.929 6.228 -0.091  -0.0018
15 O -3.308 7.291 1.857  0.0893
16 O -2.874 -4.703 1.850  0.0468
17 O 8.624 0.677 0.680  -0.0019
18 O 10.661 0.016 0.717  0.0059
19 N 0.689 -1.689 5.818  -0.4984
20 N 1.529 -4.654 -4.008  -0.4293
21 N -2.067 -4.583 0.943  -0.4702
22 C -5.519 -0.143 0.483  -0.0839
23 C 0.802 -3.024 6.277  0.0198
24 C 11.977 -0.108 0.125  -0.0390
25 C -1.209 5.611 2.902  -0.0583
26 C -2.309 1.889 -2.580  -0.0977
27 C 9.719 0.577 -0.065  -0.5633
28 C -0.500 0.809 -1.519  -0.5747
29 C 1.018 0.303 0.314  -0.0133
30 C -2.662 6.464 1.180  -0.5231
31 C 7.356 1.063 0.142  -0.0334
32 C -6.561 -1.448 -1.130  -0.6406
33 C -7.394 -2.471 -2.997  -0.0337
34 C 2.148 -3.295 -4.059  0.0384
35 C -2.542 -4.798 -0.495  0.0662
36 C -4.000 6.786 -0.750  -0.0718
37 H 1.785 -0.369 -0.071  0.0838
38 H -2.316 -5.863 -0.547  0.0989
39 H -0.361 4.957 3.103  0.0926
40 H -4.820 0.693 0.471  0.0979
41 H -0.792 6.580 3.178  0.0890
42 H -4.919 6.770 -0.163  0.1016
43 H 12.458 0.869 0.144  0.0920
44 H 3.063 -3.287 -4.651  0.1013
45 H -3.794 7.796 -1.104  0.1007
46 H -0.124 -3.224 6.815  0.1104
47 H 6.874 1.736 0.851  0.0911
48 H -3.626 -4.695 -0.535  0.0890
49 H 1.339 -2.705 -4.489  0.0999
50 H 12.668 -0.691 0.735  0.0896
51 H -5.234 -0.897 1.217  0.1015
52 H -2.444 1.109 -3.329  0.0983
53 H 6.657 0.244 -0.028  0.0923
54 H -2.403 2.736 -3.260  0.0947
55 H -7.897 -3.255 -2.430  0.0988
56 H -4.190 6.201 -1.650  0.0941
57 H -8.140 -1.820 -3.453  0.1036
58 H -1.993 -4.186 -1.211  0.0957
59 H 0.308 -0.451 0.652  0.0924
60 H 12.041 -0.461 -0.904  0.0944
61 H 2.282 -2.966 -3.029  0.0911
62 H -6.530 0.109 0.801  0.0976
63 H -1.993 5.490 3.650  0.0951
64 H 7.482 1.630 -0.780  0.0903
65 H -3.129 1.960 -1.866  0.1002
66 H -6.972 -3.073 -3.802  0.0938
67 H 1.479 0.876 1.118  0.0945
68 H 0.706 -3.576 5.341  0.1133
69 H 1.634 -3.220 6.953  0.1098